No. 1
The following is a DFT calculation (wB97M-V/def2-TZVPD) of an isolated molecule of C25H31N5O2S at a distorted geometry.

```
64
Properties=species:S:1:pos:R:3:forces:R:3:lowdin_charge:R:1
C -1.19501 4.38406 2.13948 -0.11 0.14 0.24 -0.0402
C -1.31727 2.97469 1.66565 -0.04 0.05 0.16 -0.2390
C -0.84032 2.59205 0.41772 0.33 0.33 -0.32 -0.2263
C -0.94418 1.29598 -0.04329 -0.01 -0.25 0.00 -0.0191
C -1.54972 0.31956 0.74378 -0.02 0.49 0.18 -0.1563
C -2.00593 0.68155 2.01070 0.04 -0.03 -0.21 0.0014
C -1.89412 1.98396 2.45674 0.09 0.10 -0.11 -0.0164
H -2.26404 2.24469 3.43780 -0.04 0.06 0.08 0.1141
H -2.45041 -0.07886 2.63366 -0.04 -0.06 0.07 0.1139
C -1.66508 -1.06865 0.28843 -0.07 -0.54 -0.13 -0.1935
N -1.44546 -1.99219 1.19194 -0.03 1.58 0.21 0.0775
N -1.34908 -3.25755 0.88083 0.22 -1.43 -0.51 0.0702
C -1.46776 -3.66944 -0.37617 -0.21 0.57 0.27 -0.2287
N -1.15853 -4.96994 -0.60251 -0.17 -0.18 0.05 -0.0648
C -0.59538 -5.43946 -1.85355 0.29 -0.04 -0.39 -0.1701
H -0.41077 -4.58488 -2.50804 -0.08 -0.13 0.04 0.1207
C 0.71848 -6.17587 -1.59370 -0.13 -0.04 -0.08 -0.1718
C 0.47249 -7.44166 -0.76644 -0.03 0.01 -0.01 -0.1965
C -0.73216 -7.24228 0.16064 0.12 0.12 0.01 -0.1771
C -0.85886 -5.78144 0.56646 -0.17 -0.31 0.36 -0.1764
H 0.06095 -5.43484 1.05326 -0.06 0.00 0.06 0.1256
H -1.67276 -5.63957 1.28056 0.18 -0.04 0.01 0.1192
H -1.65089 -7.54572 -0.34420 -0.05 -0.05 0.03 0.1123
H -0.62931 -7.85733 1.05441 -0.08 0.00 0.01 0.1110
H 1.36411 -7.66831 -0.18058 0.01 -0.07 -0.01 0.1070
H 0.28766 -8.29146 -1.42532 0.07 -0.04 0.00 0.1059
H 1.18532 -6.42611 -2.54692 0.05 0.06 -0.01 0.1114
H 1.39187 -5.50199 -1.06149 0.04 0.04 -0.04 0.1170
H -1.29461 -6.12032 -2.35641 0.05 0.10 -0.10 0.1239
C -1.99344 -2.79005 -1.38897 0.02 0.45 0.22 -0.0699
C -2.55857 -3.21205 -2.60414 -0.07 0.00 -0.15 -0.0284
C -3.09415 -2.29884 -3.47644 0.05 -0.26 0.00 -0.0679
C -3.11629 -0.93854 -3.15572 0.03 0.18 0.14 -0.0615
C -2.63537 -0.50558 -1.94797 -0.01 0.05 -0.19 -0.0124
C -2.06180 -1.41667 -1.04400 0.15 -0.55 0.13 -0.0828
H -2.71779 0.53350 -1.66950 -0.01 0.06 -0.04 0.1133
H -3.54640 -0.23310 -3.85088 -0.05 0.07 -0.03 0.1079
H -3.52319 -2.63401 -4.40929 -0.04 -0.05 -0.05 0.1055
H -2.61559 -4.26346 -2.83402 0.05 -0.09 -0.05 0.1037
H -0.52460 1.06808 -1.01124 0.00 -0.12 -0.09 0.1195
S -0.05465 3.77945 -0.66629 0.18 0.06 0.15 0.6901
O 0.40885 3.09577 -1.84394 0.05 -0.21 0.19 -0.2822
O -0.90427 4.92062 -0.86044 0.03 0.07 0.17 -0.2855
N 1.24608 4.27949 0.28343 -0.91 -0.38 -0.42 -0.2434
C 2.25384 3.25188 0.42012 0.46 -0.51 0.18 -0.1856
C 3.27968 3.70087 1.45641 -0.16 -0.09 -0.16 -0.1814
N 3.87857 4.95668 1.04571 -0.05 0.00 0.01 -0.2294
C 4.92876 5.37214 1.94889 -0.03 -0.02 -0.05 -0.1013
H 5.69449 4.59878 1.98301 0.07 0.01 0.05 0.0838
H 4.56527 5.55227 2.97307 -0.01 0.01 0.03 0.0882
H 5.37741 6.29002 1.57266 0.07 0.04 0.04 0.0837
C 2.85447 5.97548 0.90117 -0.12 -0.13 -0.21 -0.1824
C 1.83720 5.53140 -0.14356 -0.01 0.65 -0.15 -0.1812
H 1.02863 6.25529 -0.24539 0.15 0.11 -0.01 0.1193
H 2.33927 5.41113 -1.11380 0.00 0.08 0.06 0.1348
H 3.32975 6.90265 0.57411 -0.06 0.00 0.02 0.1246
H 2.33401 6.16392 1.85789 0.02 0.03 -0.02 0.1279
H 4.06741 2.94859 1.53687 -0.06 -0.01 0.03 0.1249
H 2.77996 3.79296 2.43869 0.05 -0.02 -0.01 0.1287
H 1.75910 2.33339 0.74268 0.17 -0.06 0.03 0.1233
H 2.75119 3.06939 -0.54249 0.00 -0.04 0.11 0.1301
H -0.15587 4.60313 2.38116 0.00 0.08 0.06 0.0759
H -1.49247 5.06656 1.34713 -0.04 0.12 0.13 0.0723
H -1.80873 4.55014 3.02161 -0.04 0.01 0.04 0.0828
```
Forces are in eV/Å.

Summary:
**LUMO energy**: 0.23 eV
**Structure (SMILES)**: Cc1ccc(-c2nnc(N3CCCCC3)c3ccccc23)cc1S(=O)(=O)N1CCN(C)CC1
**HOMO level**: -0.283 Ha
**HOMO-LUMO gap**: 0.2921 Ha
**Charge**: 0
**Multiplicity**: 1

No. 2
The following is a DFT calculation (wB97M-V/def2-TZVPD) of C25H32As2BiF6N6O6S3 as an isolated structure at a distorted geometry.

```
81
Properties=species:S:1:pos:R:3:forces:R:3:lowdin_charge:R:1
Bi -0.16154 -0.21116 0.07583 0.27 -0.74 -1.16 1.4063
C -3.01297 -2.23632 -3.12860 0.21 0.04 -0.15 0.0094
C -2.32399 -1.62762 -1.95188 0.52 -0.39 -0.37 -0.2949
N -1.04645 -1.66169 -1.80855 0.01 0.21 0.15 -0.1095
O -0.33096 -2.31776 -2.79803 -0.10 -0.13 -0.05 -0.0334
C -3.10913 -0.98511 -0.90727 -0.41 0.20 0.39 -0.3070
C -4.60415 -0.93625 -0.99365 0.15 0.05 0.23 -0.0067
N -2.47992 -0.40110 0.07362 -0.30 0.20 -0.40 -0.3285
O -3.08785 0.21418 1.01467 0.10 -0.06 0.02 -0.2376
H -2.31111 -2.30896 -3.95580 -0.06 0.02 -0.02 0.0906
H -3.87126 -1.64006 -3.42301 -0.06 -0.03 0.01 0.0851
H -3.34776 -3.24797 -2.89217 -0.08 0.00 0.05 0.0970
H 0.51712 -1.84144 -2.88658 -0.07 0.13 -0.01 0.0664
H -5.03615 -1.92318 -1.15433 -0.03 -0.04 -0.08 0.0859
H -4.91584 -0.28203 -1.80946 -0.06 -0.01 -0.03 0.0936
H -4.98181 -0.52628 -0.06015 -0.06 -0.01 -0.04 0.0784
C 3.54495 -0.06008 3.05928 -0.24 -0.24 -0.58 -0.2763
As 1.76590 0.28575 2.22735 1.13 0.54 1.81 1.0292
C 0.82430 0.19277 3.96542 -0.05 -0.21 -0.24 -0.3086
C 1.82239 2.22672 2.02782 -0.14 0.04 -0.19 -0.4348
C 3.02411 2.92598 2.05893 0.07 -0.12 0.07 -0.1006
C 3.04981 4.29994 1.88018 -0.07 0.04 0.02 -0.0606
C 1.86725 4.99107 1.67129 0.05 -0.01 0.04 -0.0591
C 0.66723 4.30143 1.62087 -0.23 -0.01 0.00 -0.0918
C 0.62760 2.92117 1.78497 0.11 -0.23 -0.17 -0.3962
As -1.05332 1.92527 1.57954 -0.79 1.92 1.48 1.1052
C -1.90573 2.27075 3.35142 0.04 -0.66 -0.34 -0.2158
C -2.20154 3.21866 0.66932 0.00 -0.16 -0.39 -0.2496
H 3.73522 0.62961 3.88095 -0.18 0.08 -0.10 0.0406
H 4.34962 -0.00186 2.32755 -0.03 0.05 0.02 0.0229
H 3.51309 -1.07743 3.45131 -0.04 0.04 -0.05 0.0288
H 1.03155 1.08685 4.55256 -0.01 -0.01 -0.08 0.0465
H 1.18093 -0.68506 4.50385 0.02 -0.01 -0.06 0.0323
H -0.24666 0.07852 3.80898 0.01 0.00 0.08 -0.0211
H 3.95607 2.39973 2.22253 -0.01 0.02 0.00 0.0914
H 3.99048 4.83157 1.90942 0.04 0.00 -0.01 0.1122
H 1.87918 6.06399 1.54139 -0.01 0.03 -0.02 0.1127
H -0.25173 4.84734 1.44696 0.03 0.03 -0.04 0.0987
H -1.94744 3.34736 3.51400 0.16 -0.03 -0.22 0.0393
H -1.39965 1.80317 4.18952 0.04 -0.04 -0.08 0.0098
H -2.91686 1.87352 3.26170 0.03 0.01 0.06 0.0355
H -2.49316 4.01712 1.35062 0.19 -0.10 0.10 0.0419
H -3.09833 2.69103 0.35154 0.05 -0.09 0.02 0.0364
H -1.70516 3.62004 -0.20863 0.03 0.05 0.07 0.0243
F 3.02406 3.03469 -3.55834 -0.12 0.00 0.13 0.1607
C 2.69202 1.92348 -4.19153 0.11 -0.07 -0.17 -0.6701
F 3.80423 1.31260 -4.59006 -0.07 -0.09 0.12 0.1496
F 1.96341 2.22374 -5.25684 -0.08 -0.01 -0.05 0.1533
S 1.71842 0.77712 -3.06672 0.62 -0.34 0.62 0.5642
O 2.00829 1.21651 -1.71763 -0.11 0.13 -0.03 -0.3650
O 2.13616 -0.56275 -3.38161 -0.12 -0.19 -0.31 -0.2922
N 0.20826 0.93350 -3.46352 -0.51 0.26 0.17 -0.2884
S -0.60216 2.08195 -2.73242 -0.09 -0.35 -0.27 0.6084
O 0.00165 3.36849 -2.78812 -0.13 0.47 0.01 -0.2339
O -1.11738 1.64727 -1.43304 0.05 -0.05 -0.26 -0.4925
C -2.13542 2.07440 -3.78447 0.05 -0.21 -0.18 -0.6683
F -2.98382 3.00883 -3.37957 0.19 0.10 0.19 0.1640
F -1.84159 2.26985 -5.05798 0.11 0.06 0.08 0.1701
F -2.73452 0.88488 -3.65837 0.00 -0.10 0.02 0.1347
C -3.26927 -3.72062 1.41406 -0.31 0.16 0.33 -0.0137
N -2.11457 -4.06076 0.60867 0.53 0.14 -0.34 -0.1024
C -2.06008 -5.03834 -0.35348 -0.03 -0.26 -0.09 -0.0139
C -0.81837 -5.03489 -0.86953 -0.09 -0.02 -0.12 -0.0113
N -0.09052 -4.05175 -0.22083 -0.74 0.12 0.29 0.0317
C -0.92376 -3.43839 0.67744 0.17 0.03 -0.10 -0.6400
S -0.66955 -2.15634 1.78051 0.24 -0.19 0.58 0.6323
C 1.27614 -3.76886 -0.50454 0.66 0.11 0.03 -0.2646
C 2.02635 -4.67828 -1.24115 -0.10 -0.08 0.04 0.0156
C 3.35145 -4.37622 -1.50153 -0.12 -0.03 0.00 -0.0258
C 3.87974 -3.18786 -1.03266 0.08 0.05 0.02 -0.0289
C 3.05393 -2.35765 -0.30271 -0.05 0.11 0.05 -0.1198
N 1.78023 -2.63966 -0.03239 -0.51 0.05 -0.29 0.0702
H -4.15923 -4.14025 0.95215 0.05 -0.03 -0.04 0.1035
H -3.36152 -2.63759 1.48706 0.00 -0.03 -0.07 0.0666
H -3.15642 -4.12031 2.42185 -0.01 -0.03 -0.05 0.1060
H -2.90487 -5.65998 -0.58493 -0.04 -0.02 -0.02 0.1375
H -0.41848 -5.62257 -1.67089 0.03 -0.02 -0.02 0.1272
H 1.60619 -5.60375 -1.60207 0.03 -0.03 0.04 0.1085
H 3.95977 -5.06957 -2.06412 0.00 -0.01 -0.05 0.1220
H 4.90153 -2.90473 -1.23383 0.03 0.01 0.01 0.1183
H 3.40745 -1.40883 0.08186 0.06 0.02 -0.03 0.0978
```
Forces are in eV/Å.

Summary:
**LUMO energy**: -3.07 eV
**HOMO level**: -0.402 Ha
**HOMO-LUMO gap**: 0.2887 Ha
**Charge**: +1
**Multiplicity**: 1

No. 3
The following is a DFT calculation (wB97M-V/def2-TZVPD) of C25H32As2ClO11Os as an isolated structure at a distorted geometry.

```
72
Properties=species:S:1:pos:R:3:forces:R:3:lowdin_charge:R:1
Os 2.26818 1.15683 -0.25912 0.20 0.91 2.73 1.4643
C 3.85123 4.71694 -0.14804 -0.07 0.71 0.67 -0.0097
C 2.74965 3.88058 0.43451 0.22 -0.11 -0.41 -0.2788
C 2.94271 3.14888 1.61942 0.05 -0.18 -0.35 -0.0127
C 1.89917 2.43317 2.21323 0.37 -0.22 -0.09 -0.2695
C 2.12565 1.65556 3.47451 -0.01 0.04 0.16 -0.0088
C 0.64608 2.43355 1.59676 -0.13 -0.06 0.28 -0.0727
C 0.42707 3.12818 0.41194 0.07 -0.11 -0.66 -0.3325
C -0.91725 3.10072 -0.24229 -0.30 0.28 0.11 -0.0337
C 1.48660 3.83278 -0.16713 0.30 -0.17 -0.57 -0.0477
H 4.42047 4.21844 -0.91415 -0.09 0.01 -0.12 0.0539
H 4.54657 5.02138 0.63646 -0.07 0.01 0.04 0.0993
H 3.43945 5.62334 -0.59222 -0.04 -0.01 0.01 0.1017
H 3.91965 3.15842 2.08901 0.00 -0.04 -0.03 0.1425
H 2.44358 0.63553 3.24934 0.01 0.01 -0.02 0.0915
H 1.21424 1.59981 4.06792 -0.05 -0.03 -0.07 0.0916
H 2.89622 2.11751 4.09027 0.05 -0.02 -0.06 0.0931
H -0.18856 1.87804 2.04462 1.05 0.87 -0.32 0.0719
H -0.97427 2.27745 -0.94629 -0.04 -0.13 -0.14 0.0360
H -1.11693 4.02635 -0.78232 0.07 -0.02 -0.03 0.0987
H -1.70928 2.96900 0.49436 0.04 -0.06 0.02 0.0985
H 1.32634 4.37286 -1.09295 0.00 0.04 0.04 0.1404
O 2.74230 -0.39404 -0.28351 -0.68 -0.48 -1.51 -0.3939
C 1.31563 -4.86873 -2.88675 0.39 -0.15 0.19 -0.0148
O 0.42800 -3.77654 -2.64244 -0.76 0.18 -0.58 -0.0907
C 0.77446 -2.86951 -1.74715 1.07 -0.09 0.33 -0.5717
O 1.81508 -2.91596 -1.13229 -0.20 -0.01 -0.11 0.0854
C -0.15017 -1.68771 -1.67521 -0.68 -0.06 0.03 -0.3020
C -1.41567 -1.75427 -2.16545 0.60 0.31 0.44 -0.2803
As -2.17716 -3.32407 -1.28642 -0.45 -0.31 -0.42 1.3898
C -3.91993 -3.44266 -2.16740 -0.40 -0.29 0.32 -0.2723
C -2.50739 -2.15985 0.34353 -0.04 -0.02 -0.80 -0.1898
C -1.73301 -1.14846 0.75396 -0.59 0.12 -0.39 -0.1888
As -0.02198 -0.45521 -0.17772 0.47 -0.98 1.17 1.3143
C 0.92457 -1.61506 1.14557 -0.39 0.07 0.23 -0.2356
C -1.87809 -0.35239 2.00673 0.96 0.95 0.34 -0.4883
O -1.16226 0.64219 2.14624 -1.19 -1.27 -0.19 -0.0255
O -2.67135 -0.73930 2.94897 -0.45 -0.94 0.02 0.0039
C -2.80415 0.05173 4.13103 0.19 0.39 0.20 0.0098
C -3.77732 -2.63917 1.00405 -0.76 0.71 0.89 -0.5088
O -4.47383 -1.99187 1.73930 -0.03 -0.06 -0.38 0.1453
O -4.11139 -3.86198 0.60764 0.88 -0.61 -0.37 -0.1276
C -5.32598 -4.43312 1.09531 -0.35 0.12 0.26 -0.0127
C -2.28138 -0.55373 -2.37901 -1.02 -0.06 -0.19 -0.5447
O -3.48709 -0.60313 -2.32106 0.15 0.07 0.20 0.0963
O -1.64747 0.55779 -2.75159 1.03 -0.01 0.12 -0.0632
C -2.47296 1.67977 -3.08228 -0.35 0.08 -0.10 -0.0341
H 0.85665 -5.49287 -3.64391 -0.19 0.10 -0.04 0.0977
H 1.46823 -5.44677 -1.97829 0.03 0.04 0.06 0.1015
H 2.27273 -4.50230 -3.25024 0.04 0.06 0.07 0.1026
H -3.75405 -3.54400 -3.23755 0.12 0.15 -0.04 0.0435
H -4.57042 -2.60200 -1.95685 0.13 0.13 -0.11 0.0301
H -4.41406 -4.34221 -1.80963 0.14 -0.15 -0.06 0.0201
H 0.46103 -2.59659 1.16467 -0.04 -0.03 -0.04 0.0541
H 0.81164 -1.14484 2.12417 -0.21 0.10 -0.06 0.0390
H 1.97036 -1.71696 0.93651 0.14 -0.24 -0.05 0.0022
H -3.51772 -0.44989 4.77240 -0.06 -0.19 -0.14 0.1048
H -3.17529 1.04265 3.88135 0.04 0.04 -0.07 0.1061
H -1.84802 0.13779 4.64268 0.06 0.01 -0.05 0.0991
H -5.41407 -5.42273 0.66247 0.19 -0.02 -0.11 0.0992
H -6.17630 -3.82582 0.79365 0.01 0.09 0.03 0.1056
H -5.30066 -4.51009 2.17929 0.02 0.07 0.04 0.1029
H -1.81686 2.49408 -3.36612 0.22 -0.09 0.01 0.0973
H -3.08129 1.97516 -2.23069 -0.07 -0.07 0.04 0.0979
H -3.12342 1.43156 -3.91698 -0.06 -0.06 0.01 0.1049
Cl 7.20819 2.99620 -2.26349 -0.08 0.06 -0.03 0.6193
C 6.41923 1.92275 -1.10747 0.06 -0.13 0.17 -0.4965
C 4.90092 1.95481 -1.18319 0.29 -0.27 -0.71 -0.7079
O 4.30311 2.64412 -1.98242 -0.34 -0.41 -0.07 -0.0085
O 4.33846 1.14248 -0.32857 0.60 1.51 0.20 -0.2056
H 6.73660 2.21577 -0.10852 -0.03 -0.08 0.04 0.0845
H 6.76699 0.90968 -1.29512 -0.05 -0.04 0.07 0.0888
```
Forces are in eV/Å.

Summary:
**LUMO energy (spin up / spin down)**: -4.71 / -4.80 eV
**HOMO level (spin up / spin down)**: -0.427 / -0.427 Ha
**HOMO-LUMO gap (spin up / spin down)**: 0.2540 / 0.2507 Ha
**Charge**: +1
**Multiplicity**: 1